1.
46
Properties=species:S:1:pos:R:3:forces:R:3:lowdin_charge:R:1 method="wB97M-V/def2-TZVPD" max_force_ev_per_a=8.94 total_charge=0 lumo_energy_ha=-0.0621 e_tot_ev=-44410.6119
C 3.881568 -1.420799 0.965730 -0.312 -0.733 -0.225 -0.132
C 3.410867 -1.985447 -0.523064 0.830 1.042 0.043 -0.245
C 3.199902 -0.786224 -1.636867 -1.023 -0.599 -0.224 -0.200
C 1.915269 0.163405 -1.268940 -0.770 0.609 -1.017 -0.219
C 2.258627 1.756732 -1.082207 0.853 0.110 0.552 -0.193
C 1.737572 2.409359 0.337184 0.645 0.944 -0.183 -0.223
C 0.221233 3.030561 0.290566 0.184 -0.503 1.252 -0.201
C -0.967536 1.945451 -0.020624 -1.347 0.412 -0.339 -0.195
C -1.686889 1.316805 1.330216 0.733 0.892 0.221 -0.174
C -0.853085 0.074183 2.014627 -1.349 0.007 1.234 -0.218
C -1.557234 -1.400519 1.733374 0.837 -0.050 0.680 -0.249
C -1.424962 -1.910558 0.175803 0.543 -0.083 2.000 -0.292
S -2.901184 -1.483075 -0.911314 -3.852 -1.246 -7.967 0.658
O -3.124422 -2.727249 -1.853733 1.817 3.344 4.228 -0.424
O -2.583094 -0.293274 -1.873552 0.119 -2.516 4.120 -0.446
N -4.400759 -1.268549 -0.034199 1.637 1.390 -1.462 -0.396
S -5.480669 -0.371628 -1.108623 -3.734 -2.798 -3.385 0.679
O -6.940406 -0.308782 -0.540490 5.697 0.242 -0.749 -0.450
O -5.531807 -0.957665 -2.556204 0.790 2.274 5.049 -0.449
H 3.312612 -0.439223 1.278744 1.183 -1.763 -0.718 0.066
H 3.612703 -2.257283 1.749307 0.696 1.638 -1.353 0.076
H 5.042019 -1.258294 0.994548 -2.379 -0.139 -0.019 0.092
H 4.265054 -2.702196 -0.936451 -2.170 1.235 1.036 0.127
H 2.385824 -2.557740 -0.379825 1.956 0.799 -0.606 0.086
H 4.141497 -0.108855 -1.796871 -1.667 -1.488 0.512 0.117
H 2.941029 -1.318174 -2.672886 0.756 1.176 2.261 0.128
H 1.323170 -0.168604 -0.297820 1.288 0.483 -1.642 0.034
H 1.129545 0.083700 -2.156998 1.535 -0.001 2.011 0.135
H 3.448241 1.838145 -1.060276 -2.548 -0.071 -0.165 0.112
H 1.865487 2.407190 -1.993950 0.791 -1.484 1.977 0.133
H 1.923151 1.665302 1.251672 -0.581 1.411 -2.006 0.098
H 2.465654 3.330249 0.554785 -1.571 -1.967 -0.412 0.119
H 0.003661 3.454036 1.385289 0.464 -0.721 -2.371 0.116
H 0.206264 3.950224 -0.438221 -0.016 -1.981 1.254 0.119
H -1.831077 2.543887 -0.587170 1.888 -1.439 1.150 0.132
H -0.669105 1.067418 -0.734317 -0.454 1.793 1.228 0.080
H -1.719184 2.208791 2.117781 0.051 -1.970 -1.573 0.118
H -2.803976 0.992116 1.157411 2.313 0.450 0.097 0.117
H -0.923103 0.243744 3.193578 0.351 -0.542 -2.535 0.133
H 0.308019 0.087683 1.773056 -2.054 0.200 0.240 0.066
H -0.940006 -2.181392 2.390771 -1.270 1.307 -1.072 0.107
H -2.671246 -1.443057 2.156535 2.462 0.173 -1.249 0.147
H -1.267961 -3.071750 0.201843 -0.642 2.155 -0.518 0.123
H -0.489336 -1.380685 -0.296355 -2.194 -0.740 -0.121 0.047
H -4.891524 0.920272 -1.244937 -0.672 -1.295 0.431 0.073
Li 0.659594 -1.688233 0.953072 0.183 0.041 0.337 0.670

---

2.
170
Properties=species:S:1:pos:R:3:forces:R:3:lowdin_charge:R:1 method="wB97M-V/def2-TZVPD" s_squared=0.76 max_force_ev_per_a=4.14 total_charge=0 spin_multiplicity=2 lumo_energy_ha="-0.0173 / -0.2380" e_tot_ev=-208960.1966
Mg 7.928680 9.269290 13.963420 0.722 -1.087 -0.303 0.481
Mg 12.053180 9.803800 16.354310 -0.995 -1.372 -2.027 0.437
C 8.522720 12.583110 16.789090 0.997 -1.268 -0.369 -0.598
F 9.368390 13.344120 17.502030 -0.820 -0.066 -0.180 0.123
F 8.042130 11.579950 17.552450 0.304 1.243 -0.683 0.154
F 7.535690 13.341130 16.304800 0.000 -0.152 0.342 0.127
S 9.511490 11.859210 15.328690 1.624 -1.441 -1.779 0.679
O 10.687940 11.137080 15.855160 -1.991 1.954 0.117 -0.298
O 8.600580 10.843800 14.726300 0.774 3.826 1.343 -0.311
O 9.915450 13.012440 14.499390 -1.583 -1.395 1.299 -0.289
C 15.362760 12.259330 14.438790 -1.607 -0.221 2.355 -0.609
F 14.393490 13.169060 14.329460 -0.250 0.806 -0.583 0.103
F 15.196510 11.385570 13.450050 1.229 0.567 -0.319 0.145
F 16.528860 12.943630 14.502860 -0.836 -1.462 -0.624 0.135
S 14.876400 11.310810 16.045560 3.478 -0.607 1.746 0.573
O 15.758420 10.146030 16.026380 -0.258 0.985 -0.125 -0.305
O 15.089670 12.230410 17.182820 -0.663 -0.746 -1.786 -0.317
O 13.505050 10.880470 15.874810 -0.013 1.819 -1.060 -0.317
C 3.567700 9.947130 12.954960 0.322 -1.172 2.455 -0.638
F 3.885900 11.105280 12.432380 -0.370 1.560 -0.034 0.140
F 2.241030 9.885010 13.320650 1.831 0.437 -0.538 0.111
F 3.805290 9.066020 12.031230 -0.203 -1.494 -1.213 0.156
S 4.732160 9.541670 14.465680 -1.361 1.199 2.850 0.560
O 4.341380 10.578240 15.440330 0.441 -0.642 -1.657 -0.322
O 4.457840 8.202090 14.902830 -0.575 -0.226 -0.763 -0.269
O 6.121600 9.662830 14.026280 -1.873 1.096 -0.566 -0.318
C 11.896000 7.590300 12.195990 -1.100 -0.076 -0.340 -0.638
F 11.077680 7.152370 11.189770 0.184 1.234 0.596 0.113
F 12.004340 6.597120 13.012430 -0.392 -1.442 1.857 0.165
F 13.093200 7.755730 11.709640 0.716 1.376 -0.739 0.183
S 11.189700 9.092960 13.231410 -1.777 2.099 2.316 0.685
O 12.013710 9.140070 14.482770 -0.760 -1.382 -3.628 -0.313
O 11.184970 10.338150 12.500670 1.314 -0.611 -0.884 -0.268
O 9.748790 8.807570 13.513220 3.299 -1.738 -1.049 -0.340
C 9.794620 5.965480 15.720010 0.259 1.697 3.093 -0.698
F 9.366790 5.911280 14.539010 -1.852 -0.109 -3.445 0.211
F 9.232320 4.999500 16.441130 0.418 -0.393 0.151 0.151
F 11.106140 5.853000 15.629490 0.999 -0.497 0.868 0.152
S 9.342460 7.649450 16.556090 -1.337 1.020 1.913 0.667
O 8.769830 7.447400 17.899930 1.564 -0.251 -2.917 -0.248
O 10.575310 8.442420 16.546820 -0.476 -1.095 0.272 -0.314
O 8.381520 8.202300 15.578760 -0.260 -0.934 0.895 -0.333
C 4.649370 15.824070 17.761060 0.754 1.448 1.057 -0.132
O 4.272240 14.568830 18.178150 -0.224 -0.509 0.299 -0.170
C 3.957950 13.684340 17.151780 -0.540 -0.462 -0.191 -0.202
C 2.632340 14.023880 16.500050 -0.051 -0.739 -0.353 -0.190
O 2.717760 15.131710 15.615170 -0.120 0.825 -0.306 -0.245
C 1.507920 15.504750 14.917660 0.905 -0.913 0.177 -0.065
H 3.975880 16.350680 17.084900 -0.106 -0.307 -0.070 0.077
H 5.678310 15.848390 17.402180 0.304 -0.227 -0.650 0.081
H 4.726750 16.402870 18.681440 -0.192 0.280 0.020 0.098
H 3.827950 12.705960 17.614360 -0.038 -0.056 0.038 0.135
H 4.780920 13.548560 16.450080 0.167 0.232 -0.345 0.112
H 1.928380 14.160680 17.320920 -0.274 0.477 -0.011 0.136
H 2.301890 13.135600 15.961650 -0.087 -0.177 -0.272 0.128
H 1.620410 16.502860 14.494330 0.051 0.154 0.519 0.082
H 0.646090 15.407940 15.577950 -0.076 0.215 -0.107 0.093
H 1.402250 14.855770 14.048320 -0.330 -0.337 0.019 0.079
C 11.700640 11.622680 18.554160 -0.927 1.234 -0.145 -0.050
O 12.124390 10.360360 18.102520 0.266 -0.272 4.126 -0.236
C 13.082880 9.760200 19.046070 0.552 -0.237 -1.971 -0.073
C 13.455110 8.384940 18.475840 -0.885 0.225 -0.092 -0.121
O 13.383950 8.461610 17.033930 1.221 -1.582 0.618 -0.235
C 13.983010 7.312750 16.391710 0.931 -0.276 0.010 -0.036
H 11.540250 11.686220 19.630420 -0.072 -0.488 0.071 0.105
H 10.767990 11.834490 18.031290 0.298 -0.150 0.465 0.064
H 12.379170 12.438840 18.305980 0.507 -0.231 -0.235 0.107
H 12.744850 9.594320 20.068960 -0.540 0.526 -0.122 0.141
H 13.921220 10.453920 18.982420 0.283 -0.160 0.422 0.133
H 12.748910 7.623930 18.807880 -0.390 0.019 -0.084 0.136
H 14.396040 8.070480 18.927350 0.526 0.173 -0.697 0.141
H 13.905580 7.279160 15.304980 -0.738 0.740 0.144 0.096
H 13.629690 6.350880 16.763280 -0.549 0.207 0.307 0.095
H 15.062330 7.306590 16.543830 0.089 0.376 0.367 0.096
C 9.956160 14.399380 23.407460 -0.281 0.336 -0.752 -0.097
O 8.976690 13.376130 23.667390 1.358 0.814 -0.212 -0.153
C 8.925080 12.434530 22.625140 -1.943 -1.154 -0.655 -0.213
C 8.446320 12.928600 21.227850 0.085 0.840 1.228 -0.190
O 7.112020 13.507520 21.341080 1.864 -0.396 -0.533 -0.165
C 6.759070 14.192570 20.149380 -0.865 -0.338 0.498 -0.114
H 9.595860 15.029570 22.594340 -0.182 0.275 0.033 0.076
H 10.933600 14.072870 23.052320 0.054 -0.870 0.053 0.084
H 10.198660 15.058570 24.240980 -0.708 -0.424 0.428 0.086
H 8.147590 11.720910 22.897810 -0.174 0.030 0.489 0.121
H 9.804150 11.792430 22.570100 0.582 0.419 -0.298 0.121
H 8.426860 12.155950 20.459250 0.124 -0.370 0.237 0.099
H 9.216480 13.639950 20.929610 -0.327 0.650 -0.522 0.103
H 6.899630 13.610660 19.238490 0.340 -0.326 -0.051 0.062
H 7.268610 15.149650 20.037770 0.118 0.141 0.109 0.092
H 5.678630 14.316020 20.223630 0.089 0.396 -0.062 0.084
C 10.343050 16.766250 15.812850 1.602 -0.749 0.215 -0.095
O 11.574880 16.598530 16.587430 -1.221 -1.412 -1.848 -0.187
C 12.371140 15.466750 16.033010 1.915 1.812 2.069 -0.146
C 13.604770 15.500670 17.006690 -1.063 1.033 0.865 -0.154
O 14.303250 16.773260 17.051980 -0.735 -1.447 0.489 -0.177
C 14.621490 17.261200 15.806690 1.132 0.513 -0.277 -0.149
H 9.677900 17.487520 16.287660 0.160 -0.170 0.157 0.086
H 9.909400 15.776710 15.668440 -0.564 -0.140 0.398 0.053
H 10.572650 17.072620 14.792300 0.200 0.497 -0.148 0.076
H 12.718120 15.688190 15.023720 -0.418 -0.022 -0.214 0.107
H 11.965760 14.456880 16.095760 -0.723 0.213 -0.002 0.111
H 14.235860 14.611990 17.015000 0.411 0.125 -0.820 0.100
H 13.184630 15.518350 18.012310 -0.358 -0.357 0.048 0.117
H 13.748550 17.608350 15.253920 -0.038 -0.167 -0.305 0.082
H 15.239570 16.526970 15.289980 -0.228 -0.127 -0.690 0.094
H 15.282910 18.113010 15.964930 -0.096 0.211 -0.002 0.089
C 12.097740 13.925690 11.351050 -0.126 0.276 -0.262 -0.076
O 11.502530 15.195670 11.359320 0.597 1.285 0.720 -0.195
C 10.115450 15.291640 11.377050 1.075 -1.503 -0.539 -0.203
C 9.579250 14.917160 9.977230 -1.234 2.328 0.633 -0.146
O 9.011900 16.139550 9.414260 0.342 -1.046 0.858 -0.184
C 8.537510 15.859690 8.145190 -0.814 0.645 -1.279 -0.154
H 11.660920 13.239330 12.076450 0.008 -0.019 0.266 0.083
H 13.136750 14.161870 11.580780 0.030 -0.639 -0.132 0.099
H 11.968750 13.511160 10.351240 0.388 -0.428 -0.111 0.082
H 9.929800 16.280900 11.795380 -0.579 0.212 -0.749 0.131
H 9.742560 14.559350 12.093140 -0.293 -0.285 0.363 0.091
H 8.769780 14.198780 10.106800 -0.185 -0.291 -0.318 0.100
H 10.317030 14.534650 9.271920 0.289 -0.111 0.378 0.127
H 7.854520 16.634190 7.796230 -0.073 0.324 0.396 0.086
H 7.944590 14.945950 8.104850 0.185 -0.381 -0.015 0.085
H 9.318170 15.874440 7.384630 0.352 -0.503 0.024 0.092
C 8.225910 11.553400 11.602470 -0.713 0.485 -0.630 -0.059
O 7.773040 10.242150 11.970840 -0.291 0.948 -0.153 -0.211
C 7.939260 9.258410 10.961000 0.366 -0.258 -0.349 -0.154
C 7.183010 7.984040 11.298540 0.984 -0.405 0.543 -0.127
O 7.308950 7.712130 12.707780 0.798 0.216 -1.361 -0.231
C 6.567080 6.596880 13.080740 -1.498 -0.664 1.042 -0.082
H 9.196960 11.608140 11.110370 0.304 -0.506 0.452 0.098
H 8.164310 12.282870 12.410040 0.476 -0.804 0.702 0.068
H 7.540680 12.025950 10.898730 -0.459 -0.469 -0.562 0.084
H 9.019220 9.162180 10.849130 0.057 -0.614 -0.079 0.124
H 7.528430 9.492390 9.978870 -0.015 0.891 -0.082 0.136
H 7.587160 7.145980 10.730720 0.714 -0.081 0.034 0.138
H 6.173340 7.968570 10.888140 -0.628 0.615 0.935 0.128
H 5.540260 6.851230 12.817960 -0.276 -0.746 -0.185 0.094
H 6.538030 6.435280 14.158300 0.357 0.685 0.141 0.101
H 6.911860 5.628820 12.717280 0.173 0.227 -0.801 0.107
C 6.214390 10.382720 19.909060 1.016 -0.885 -0.923 -0.064
O 6.698430 9.221340 19.153520 -1.377 1.448 0.542 -0.176
C 5.806320 8.920390 18.071640 0.774 -0.978 -0.470 -0.201
C 5.251030 7.470270 18.240740 1.064 0.879 0.162 -0.158
O 6.308350 6.614490 18.748880 -1.442 -0.257 -0.031 -0.204
C 5.920430 5.221840 18.801760 -0.010 1.381 0.109 -0.089
H 5.275560 10.222220 20.439100 -0.173 -0.209 -0.213 0.092
H 6.142310 11.202480 19.194300 -0.327 0.297 0.162 0.063
H 6.967200 10.655520 20.648630 0.025 -0.276 -0.067 0.066
H 6.299610 9.030790 17.105930 0.887 -0.440 0.086 0.091
H 5.035090 9.669200 17.891110 -0.613 -0.109 0.829 0.102
H 4.876800 7.108990 17.282870 -0.004 -0.053 -0.140 0.105
H 4.399690 7.620350 18.904670 -0.092 -0.818 0.565 0.114
H 4.983520 5.110330 19.347530 -0.357 -0.011 -0.169 0.076
H 6.645130 4.653110 19.384390 0.349 0.270 -0.285 0.083
H 5.835740 4.843050 17.783210 -0.092 -0.293 -0.011 0.080
C 5.167760 17.541660 14.148330 -0.682 0.773 1.083 -0.029
O 6.547910 17.496590 13.914960 0.508 -2.006 -0.252 -0.010
C 7.031680 16.197880 14.034730 0.679 0.447 0.257 -0.107
C 6.867730 15.290270 12.730570 -1.740 -0.189 -2.126 -0.054
O 5.504030 15.091280 12.243620 2.529 -0.035 2.597 -0.038
C 4.769020 14.122040 13.056510 -1.042 0.097 -1.133 0.003
H 4.894500 18.575290 14.360570 0.107 -0.004 -0.221 0.119
H 4.904110 16.937680 15.016550 -0.036 -0.192 0.032 0.086
H 4.566430 17.189370 13.310240 0.221 -0.264 -0.591 0.118
H 6.705960 15.631990 14.907530 -0.890 0.142 -0.028 0.131
H 8.118090 16.153330 14.111160 0.216 0.671 -0.203 0.129
H 7.406090 14.380650 12.996780 -0.498 -0.439 0.467 0.127
H 7.442900 15.715790 11.908250 -0.377 0.516 -0.005 0.127
H 3.755240 14.149690 12.657040 0.080 -0.048 -0.181 0.105
H 4.628730 14.389330 14.103880 0.696 0.200 0.185 0.086
H 5.157310 13.117920 12.886020 0.341 0.112 0.300 0.100